# C14H26B2CoF4N8O6

A structure of composition C14H26B2CoF4N8O6 (ωB97M-V with the def2-TZVPD basis set, the Open Molecules 2025 dataset).

Charge ... +2
Orbital gap (spin up / spin down) ... 6.9 / 7.0 eV
E ... -88986.6805 eV
Strongest force on any atom ... 0.3 eV/Å
2S+1 ... 4
M ... 558.96 Da

Each line ends with the Löwdin charge.
Geometry (Å):
Co -0.381 0.064 0.121  0.8631
C -1.377 -3.917 -0.966  0.0827
C -0.602 -2.750 -0.501  -0.2950
N -1.126 -1.702 0.066  0.0268
O -2.459 -1.868 0.325  0.1067
B -3.177 -0.603 0.565  -1.0481
F -2.420 0.147 1.529  0.1002
F -4.446 -0.831 0.890  0.2703
O -3.099 0.229 -0.704  0.1236
N -1.920 0.833 -0.773  -0.0112
C -1.806 1.973 -1.354  -0.1693
C -2.915 2.691 -2.022  0.0427
C -0.438 2.510 -1.234  -0.1716
N 0.317 1.808 -0.456  0.0255
O 1.578 2.265 -0.361  0.1184
B 2.604 1.473 0.306  -1.0559
F 2.432 1.517 1.710  0.1043
F 3.819 1.902 -0.058  0.2520
O 2.530 -0.015 -0.073  0.1254
N 1.408 -0.668 -0.166  0.0380
C 1.561 -2.074 0.188  -0.4014
C 2.967 -2.612 0.020  0.0663
C 0.034 3.733 -1.925  0.0429
H -2.310 -3.602 -1.429  0.1141
H -1.630 -4.522 -0.090  0.1307
H -0.762 -4.508 -1.639  0.1148
H -3.866 2.216 -1.798  0.1032
H -2.759 2.679 -3.103  0.1210
H -2.933 3.733 -1.702  0.1116
H 3.651 -2.152 0.729  0.1072
H 3.328 -2.420 -0.987  0.1178
H 2.929 -3.685 0.202  0.1205
H -0.731 4.136 -2.581  0.0933
H 0.932 3.500 -2.501  0.1178
H 0.321 4.488 -1.192  0.1186
N 0.248 -0.040 2.224  0.0931
C 1.245 -1.063 2.620  -0.2516
C 1.113 -1.522 4.066  -0.1308
C 1.307 -0.465 5.155  -0.1524
C 2.739 0.049 5.316  -0.1343
N 3.066 1.184 4.452  0.0945
C 3.062 2.470 4.795  -0.4182
N 2.739 2.870 6.024  0.2283
N 3.377 3.379 3.874  0.2213
C 1.102 -2.266 1.679  -0.2605
O 0.698 -3.332 2.024  0.2094
O 0.714 -2.840 -0.650  0.1058
H 0.567 0.875 2.531  0.1062
H -0.651 -0.230 2.664  0.1176
H 2.229 -0.629 2.420  0.1374
H 1.838 -2.326 4.220  0.1382
H 0.136 -1.996 4.188  0.1368
H 1.020 -0.936 6.096  0.1280
H 0.625 0.382 5.032  0.1183
H 3.461 -0.741 5.099  0.1396
H 2.937 0.328 6.350  0.1187
H 3.352 0.995 3.503  0.1325
H 2.602 2.213 6.771  0.1199
H 2.816 3.840 6.282  0.1393
H 3.511 3.107 2.912  0.1175
H 3.413 4.359 4.097  0.1383